No. 1
The following is a quantum chemistry calculation of a structure of composition C45H43BiCl2N5O4P, from the Open Molecules 2025 dataset.

Computed properties:
* HOMO energy: -7.94 eV
* LUMO energy: 0.1 eV
* ΔE to the lowest compared entry with this formula, charge and spin: 48.2 kJ/mol
* gap between HOMO and LUMO: 8.01 eV

Each line ends with the Mulliken charge.
CARTESIAN COORDINATES (ANGSTROEM)
C: 3.94 -2.31 -1.78  -0.458
H: 1.00 -0.82 6.00  0.415
H: -1.22 -1.77 5.47  0.459
C: 3.17 -4.57 -1.47  -0.693
C: -4.59 1.61 4.04  0.577
C: -2.20 1.78 -2.37  -0.508
H: 2.98 2.05 -1.43  0.089
H: 3.66 2.18 2.09  0.380
C: 2.66 -1.85 -1.52  -0.546
H: -3.82 -5.16 -1.51  0.421
C: -3.67 -0.72 -0.21  -1.383
H: 2.36 5.00 -1.92  0.347
C: 4.12 1.20 1.99  -0.085
N: 1.12 2.59 -2.20  -0.488
H: 5.19 -4.05 -1.95  0.403
C: 1.89 -4.10 -1.22  -0.297
C: -2.88 1.84 -3.61  -1.182
N: 1.42 0.78 0.49  -0.168
Cl: -4.57 5.83 -1.52  -0.173
C: 5.29 -1.30 1.76  -0.807
C: 6.08 -0.19 2.00  -0.574
O: -5.68 1.09 4.18  -0.663
H: -3.13 0.89 -5.50  0.359
H: 2.35 3.30 0.56  -0.423
N: -2.36 0.95 1.15  1.390
H: -3.96 -0.18 -1.11  0.264
C: -2.76 -5.46 0.33  -0.663
C: -1.83 -0.25 -4.21  1.558
C: -0.87 -2.35 -4.92  -0.995
H: -2.77 -1.28 -0.43  0.075
C: -2.87 5.68 -1.07  -0.299
C: 1.62 -2.73 -1.25  0.532
H: -2.00 -1.85 3.12  0.649
C: 0.65 -0.85 4.98  -0.936
H: 7.15 -0.30 2.11  0.401
H: -0.07 -3.67 1.34  0.542
Bi: -0.36 1.77 -0.11  2.485
H: 0.96 1.85 -2.87  0.187
H: 0.64 3.42 -2.53  0.184
N: 0.93 4.76 0.17  -0.361
H: -2.35 5.20 -1.89  0.113
H: 0.20 -3.42 -3.39  0.519
H: -4.47 -1.43 0.04  0.486
C: -1.70 -5.04 1.13  -0.824
O: -1.84 3.06 4.03  -0.913
C: -2.15 -3.83 -1.33  -0.556
C: 3.32 0.09 1.73  -0.457
H: 5.74 -2.28 1.66  0.457
C: 2.82 4.19 -1.33  -1.083
H: 0.88 5.76 0.03  0.266
C: 1.84 0.25 1.56  0.703
C: 2.32 4.29 0.11  0.125
C: 1.45 -0.35 3.97  -0.381
H: -0.57 -0.93 1.33  -0.634
H: -1.53 -5.50 2.09  0.436
C: -0.88 -4.01 0.70  -0.751
O: -0.46 2.63 2.31  -0.438
C: 4.20 -3.68 -1.76  -0.649
C: -2.67 0.86 -4.52  -0.943
H: -3.13 2.77 4.53  0.432
C: -0.34 -2.51 -3.63  -0.181
H: -0.71 -3.11 -5.67  0.409
H: -3.53 2.67 -3.83  0.443
H: 0.53 4.57 1.09  0.085
H: 6.11 1.93 2.33  0.449
C: -0.60 -1.38 4.68  -0.969
C: -1.22 -0.35 -2.92  -0.494
C: 5.50 1.06 2.12  -0.803
C: -2.99 -4.85 -0.89  -0.686
C: 2.56 2.86 -2.03  -0.464
H: 1.09 -4.80 -1.01  0.407
H: 3.00 4.93 0.69  0.562
H: -2.09 -1.12 -6.16  0.405
C: -2.57 1.61 2.34  -0.462
H: -5.22 -0.05 2.05  0.288
C: -0.52 -1.57 -2.64  -0.851
C: -0.24 -0.89 2.36  0.310
P: -0.02 -1.97 -0.93  1.880
H: -3.42 -6.25 0.67  0.387
C: -1.08 -3.41 -0.55  0.236
C: -1.04 -1.41 3.36  -0.575
H: 3.37 -5.63 -1.45  0.428
C: 1.00 -0.34 2.65  0.768
H: 3.29 -2.03 1.45  0.436
C: -1.37 0.75 -2.00  0.480
H: -2.34 -3.36 -2.29  0.251
C: 3.91 -1.16 1.64  -0.022
N: -4.31 0.37 1.93  -0.133
H: -2.36 2.62 -1.69  0.254
O: -4.04 2.45 4.87  -0.600
H: -2.47 6.66 -0.87  0.396
C: -3.44 0.21 0.92  -0.484
Cl: -2.65 4.69 0.38  0.002
H: 2.43 0.06 4.21  0.537
H: 4.73 -1.61 -1.99  0.471
H: 2.46 -0.78 -1.51  0.175
H: 3.90 4.37 -1.36  0.422
C: -3.79 1.26 2.84  0.199
H: 3.07 2.86 -3.00  0.471
C: -1.54 2.51 2.95  0.423
C: -1.63 -1.25 -5.19  -0.774

=====

No. 2
The following is a quantum chemistry calculation of a cluster of 7 separate species, C45H43F6O5PS in total at a distorted geometry, from the Open Molecules 2025 dataset.

Computed properties:
* HOMO energy: -8.99 eV
* structure (SMILES): CCCCCC1=C(P(O)(O)=S)C(=O)OC1=O.Fc1ccccc1.Fc1ccccc1.Fc1ccccc1.Fc1ccccc1.Fc1ccccc1.Fc1ccccc1
* LUMO energy: -1.4 eV
* gap between HOMO and LUMO: 7.56 eV

Each line ends with the Mulliken charge.
CARTESIAN COORDINATES (ANGSTROEM)
C: 5.09 -0.12 5.77  -0.427
O: -0.43 -2.07 -0.54  -0.562
O: -2.62 1.20 3.63  -0.516
C: 3.11 -0.84 1.04  -0.607
H: -0.71 0.63 -0.30  0.231
H: 5.50 1.53 1.44  0.415
C: -4.88 -6.77 1.66  -0.807
H: -3.66 2.50 -0.98  0.487
O: -3.10 -3.28 2.82  -0.582
H: -4.42 -0.68 4.89  0.360
S: -5.15 0.30 2.43  -0.363
H: 3.79 -5.47 -1.84  0.391
C: -6.04 -7.37 1.20  -0.266
C: 2.53 1.16 -0.10  0.122
F: 3.03 -6.29 3.22  -0.322
C: 2.24 5.31 -5.17  -0.459
C: 2.22 -0.13 0.25  -0.259
F: 6.28 0.08 3.74  -0.307
C: -1.19 -1.93 0.38  0.260
C: 4.37 -6.57 1.31  -0.525
H: 5.46 -6.74 -0.53  0.369
C: -6.69 -5.31 0.19  0.307
H: 2.00 6.00 -5.98  0.430
C: -2.33 1.75 0.45  -0.898
C: -3.48 9.09 -6.33  -0.311
C: 2.78 3.57 -3.07  -0.004
O: -3.59 -0.99 4.50  -0.480
H: 2.99 2.90 -2.27  0.287
H: -1.99 1.03 4.35  0.347
F: 1.65 1.86 -0.87  -0.273
O: -1.81 -2.98 0.97  -0.351
C: -1.65 -0.64 1.07  -0.238
F: 0.80 6.52 -3.75  -0.285
H: 4.61 0.83 5.57  0.424
C: 2.28 -5.37 1.19  -0.581
H: -2.20 -0.11 -2.64  0.317
H: -4.04 9.75 -6.98  0.359
C: 3.63 -5.64 -0.79  -0.650
H: -1.87 2.73 0.56  0.435
H: 4.07 2.56 -4.46  0.398
H: 1.39 -5.00 1.69  0.538
H: -2.05 10.60 -5.79  0.362
C: 2.49 -5.15 -0.17  -0.275
C: 6.65 -1.83 5.08  -0.429
H: -4.73 7.37 -6.70  0.412
H: 3.59 4.11 -6.32  0.363
H: 1.43 4.81 -1.92  0.439
H: -3.11 1.71 1.19  0.355
H: -4.17 -7.34 2.24  0.386
C: -1.63 8.72 -4.83  -0.330
C: -2.55 -2.55 2.05  0.335
C: -3.87 7.77 -6.18  -0.472
H: 7.35 -2.19 4.34  0.421
H: -3.53 -1.23 -2.71  0.366
C: 3.23 -6.07 1.90  0.438
H: -3.71 0.43 -3.37  0.400
C: -4.63 -5.43 1.39  0.023
C: 6.37 -2.54 6.23  -0.386
C: -2.36 9.57 -5.66  -0.493
H: 2.88 -1.86 1.32  0.545
H: -0.44 1.07 1.34  0.585
C: -5.54 -4.70 0.64  -0.448
C: -3.28 -0.18 -2.59  -1.522
C: 4.81 -0.84 6.92  -0.313
C: -1.21 0.73 0.66  -0.601
C: 6.01 -0.63 4.87  0.457
C: 3.11 4.26 -5.36  -0.320
H: -4.77 0.63 -1.27  0.417
C: 4.57 -6.35 -0.05  -0.287
H: -7.87 -7.09 0.09  0.422
C: 3.39 3.39 -4.31  -0.792
C: -3.14 6.95 -5.35  0.305
C: -2.95 1.69 -0.93  -1.267
C: 1.65 5.49 -3.94  0.514
H: 4.98 -0.80 2.08  0.514
H: 1.76 -4.59 -0.74  0.471
H: -1.48 6.74 -4.02  0.503
H: 5.23 -2.62 8.05  0.381
C: -2.47 -1.07 2.02  1.269
H: 4.10 -0.46 7.63  0.357
F: -3.52 5.67 -5.19  -0.298
C: 1.91 4.64 -2.88  -0.632
C: -2.03 7.41 -4.67  -0.426
H: 6.87 -3.49 6.41  0.368
C: 4.58 1.06 1.10  -0.624
H: 5.09 -7.11 1.90  0.424
C: -6.96 -6.64 0.46  -0.521
H: -3.73 -4.96 1.75  0.348
H: -3.62 -0.37 -0.47  -0.207
C: 4.29 -0.24 1.47  -0.631
H: -6.23 -8.41 1.41  0.358
P: -3.42 -0.10 3.19  0.549
C: 3.70 1.78 0.31  -0.254
H: 3.91 2.79 0.00  0.520
C: 5.45 -2.05 7.15  -0.547
H: -2.24 1.89 -1.71  0.527
C: -3.72 0.38 -1.24  0.368
F: -7.57 -4.60 -0.54  -0.314
H: 1.29 -0.58 -0.08  0.587
H: -5.36 -3.65 0.40  0.507
H: -0.76 9.09 -4.31  0.387

=====

No. 3
The following is a quantum chemistry calculation of a structure of composition C45H43HfN3OS4Te at a distorted geometry, from the Open Molecules 2025 dataset.

Computed properties:
* HOMO energy (alpha / beta): -9.14 / -9.64 eV
* net charge: +1
* expectation value of S²: 0.780
* LUMO energy (alpha / beta): -2.5 / -2.5 eV
* 2S+1: 2
* ΔE to the lowest compared entry with this formula, charge and spin: 313.7 kJ/mol
* gap between HOMO and LUMO (alpha / beta): 6.68 / 7.17 eV

Each line ends with the Mulliken spin population.
CARTESIAN COORDINATES (ANGSTROEM)
C: 3.23 1.95 -5.23  0.000
C: -3.55 -2.99 0.45  -0.003
Te: -2.32 0.26 -0.09  0.002
C: -0.19 1.12 4.72  -0.156
H: -7.42 -4.10 0.08  0.000
H: 1.16 -0.50 5.01  -0.032
C: -1.36 3.16 -2.30  0.001
H: 6.29 -2.24 -2.38  0.000
C: -0.43 2.24 -1.61  0.000
C: -2.58 -3.56 -0.58  0.001
H: -7.84 -2.39 0.03  0.000
H: 0.75 2.18 0.98  0.002
C: 0.58 1.59 1.89  0.136
H: -1.75 -2.87 2.88  -0.002
H: 2.12 -3.04 -0.10  0.000
C: -2.72 3.24 -2.01  -0.001
C: -3.21 -2.15 1.54  0.016
C: 5.19 -0.40 2.82  -0.002
H: 5.92 0.14 4.76  0.000
H: -7.93 -3.27 1.55  0.000
H: -1.27 3.90 2.23  -0.006
C: -1.63 4.87 -3.98  0.000
C: -1.61 2.98 1.76  -0.047
H: -6.41 -1.41 2.46  0.000
S: 3.37 2.07 0.10  0.000
C: 4.53 0.02 1.67  0.001
C: -2.99 4.94 -3.68  0.000
C: 4.11 1.36 1.54  -0.001
N: -0.66 1.08 -1.02  0.001
H: 5.20 2.50 4.55  0.000
H: 2.82 1.46 -6.11  0.000
C: -5.61 -1.88 1.91  0.002
H: 3.54 3.90 -6.07  0.000
C: -1.75 -2.10 2.09  -0.027
C: -7.36 -3.16 0.63  0.000
H: 4.08 3.27 2.50  0.000
C: -4.29 -1.53 2.23  -0.002
C: 1.12 -2.81 -0.47  0.000
C: -1.37 -0.80 2.77  0.101
C: 5.42 0.48 3.87  0.002
H: -3.97 -0.89 4.29  0.000
H: -1.56 2.69 4.28  -0.024
H: -0.11 1.44 5.76  0.023
C: -1.25 0.35 1.76  0.006
C: 4.38 2.23 2.60  0.002
C: -0.90 1.78 2.37  -0.046
C: 4.17 -2.01 -2.22  0.000
H: -3.53 0.34 3.11  0.016
H: -2.69 2.90 1.90  -0.005
N: 2.17 0.85 -3.11  0.000
H: 5.53 -1.42 2.89  0.000
C: 5.33 -2.66 -2.63  0.000
C: 5.25 -3.84 -3.36  0.000
H: 0.69 -1.66 2.99  -0.062
H: -3.62 5.63 -4.22  0.000
O: 0.83 2.55 -1.63  0.001
C: -0.70 -2.57 1.11  0.009
H: 0.25 3.96 -3.47  0.000
S: 4.14 -1.29 0.56  0.001
C: 4.02 -4.38 -3.69  0.000
H: -2.13 -4.50 -0.26  0.000
C: -4.87 -3.31 0.19  0.002
C: 0.33 -1.97 0.49  -0.004
N: 0.86 -0.67 0.62  -0.008
H: -1.95 -0.61 3.66  0.004
Hf: 1.46 0.68 -0.82  0.006
C: 2.63 1.32 -4.05  0.000
C: -5.93 -2.80 0.93  -0.001
C: -0.97 1.89 3.87  0.561
H: 6.16 -4.34 -3.68  0.000
C: 0.17 -0.71 3.04  -0.056
C: 2.85 -3.73 -3.29  0.000
H: -3.15 2.62 -1.23  0.000
H: 3.30 3.93 -4.32  0.000
H: 1.38 1.85 2.59  -0.020
H: 3.95 -5.29 -4.26  0.000
C: 2.98 3.46 -5.25  0.000
H: 1.89 -4.14 -3.55  0.000
C: -0.82 3.99 -3.28  -0.001
C: 0.48 -0.02 4.32  0.592
H: -3.13 -3.76 -1.49  0.000
H: -1.78 -2.86 -0.83  0.001
C: 2.92 -2.56 -2.54  0.000
H: -5.09 -3.97 -0.64  0.000
H: -4.58 4.20 -2.45  0.000
C: -4.22 -0.47 3.32  -0.028
C: -3.52 4.13 -2.69  0.001
H: 0.60 -3.74 -0.70  0.000
H: -1.43 3.06 0.69  0.005
H: -1.21 5.51 -4.74  0.000
C: 5.01 1.80 3.75  -0.001
H: -0.80 -3.61 0.85  -0.001
H: -5.21 -0.02 3.41  0.000
C: 0.29 0.09 1.70  0.043
S: 1.37 -1.87 -2.02  0.000
H: 4.30 1.72 -5.20  0.000
H: 1.92 3.68 -5.41  0.000
S: 4.31 -0.46 -1.38  0.000

=====

No. 4
The following is a quantum chemistry calculation of a structure of composition C45H43N6O2RuS2Si2 at a distorted geometry, from the Open Molecules 2025 dataset.

Computed properties:
* HOMO energy (alpha / beta): -6.92 / -7.22 eV
* expectation value of S²: 8.759
* LUMO energy (alpha / beta): -1.0 / -1.2 eV
* 2S+1: 6
* ΔE to the lowest compared entry with this formula, charge and spin: 106.8 kJ/mol
* gap between HOMO and LUMO (alpha / beta): 5.92 / 6.07 eV

Each line ends with the Mulliken spin population.
CARTESIAN COORDINATES (ANGSTROEM)
H: 1.09 3.87 4.65  0.000
C: 1.56 -0.76 -4.28  0.003
N: -0.63 1.67 0.95  0.006
H: -4.72 6.29 -1.11  0.000
N: 1.85 1.71 -1.03  0.040
C: -1.32 3.93 1.28  -0.006
C: -4.49 0.48 -3.71  0.004
C: -3.53 7.08 0.47  0.000
Si: -0.64 -3.70 -1.35  -0.009
C: 3.74 -3.26 4.05  0.001
H: 1.98 -2.14 0.80  -0.045
C: 2.06 -1.27 1.52  0.148
C: 0.00 -2.06 -1.99  0.379
H: -2.64 -4.62 -0.21  -0.002
H: 1.07 -1.04 -5.24  -0.001
C: 4.50 -4.43 3.78  0.000
H: 3.13 -0.48 4.66  0.000
H: -3.99 1.83 -5.27  0.000
H: 0.13 -4.89 0.61  0.002
S: 4.27 -3.29 1.53  0.000
C: -2.79 -0.49 1.77  0.016
C: 1.16 2.78 -1.45  0.003
H: -3.45 -0.59 5.10  0.000
C: -1.84 -1.52 4.15  0.004
H: 1.33 -5.29 -0.67  0.000
H: 3.27 -0.50 -1.72  -0.022
C: -3.21 4.90 -0.09  0.000
C: -3.87 6.11 -0.42  0.000
H: 4.68 -5.15 4.48  0.000
C: -1.19 -1.68 2.91  0.031
H: -0.79 -1.59 -2.63  -0.040
H: 3.22 -3.03 5.00  0.000
N: -1.58 -1.10 1.79  0.044
C: -3.49 -0.27 2.93  0.004
H: 3.50 1.12 -0.04  -0.001
H: -2.18 2.56 0.08  0.000
C: 3.02 1.94 -0.49  0.022
C: 3.57 3.24 -0.30  0.005
H: 5.54 -5.32 2.00  0.000
C: -2.90 0.27 -1.90  -0.019
Si: 1.63 -2.08 -2.86  -0.018
C: 1.66 4.11 -1.34  0.002
C: 1.28 0.84 2.11  -0.014
C: -1.04 -4.64 -2.93  0.021
N: -0.71 1.29 -2.01  0.161
C: -2.40 1.61 -3.83  0.006
C: 0.65 -4.50 -0.26  0.016
H: 1.08 4.88 -1.87  0.001
C: 3.59 -2.56 2.90  0.000
H: -5.42 0.27 -4.18  0.000
H: 2.53 2.11 5.03  0.000
N: 1.29 -0.24 1.32  -0.012
H: 3.28 5.36 -0.79  0.000
H: -3.78 8.14 0.48  0.000
C: -0.43 4.13 2.29  0.004
H: 2.58 -0.58 -4.54  0.000
H: -0.73 -5.70 -2.86  0.000
C: 0.31 1.87 1.93  0.031
H: -3.20 3.97 -0.65  0.001
N: -2.50 -0.23 -0.62  0.178
O: -4.54 0.23 0.43  0.044
C: 1.87 1.94 4.19  0.000
S: -2.26 6.63 1.52  0.000
C: 0.33 3.02 2.75  -0.005
C: 4.86 -4.59 2.45  0.000
C: 2.15 -3.83 -3.48  0.018
C: -2.22 -3.67 -0.26  0.017
C: 1.91 0.79 3.32  -0.006
O: -0.54 3.46 -2.90  0.043
H: -2.96 -2.90 -0.64  0.001
C: 1.09 3.02 3.91  0.002
H: -0.44 -4.07 -3.64  -0.004
H: 4.55 3.32 0.15  0.000
C: -2.98 -0.74 4.15  -0.002
H: -1.69 2.26 -4.26  -0.001
H: 1.38 -3.77 0.10  0.001
H: -4.36 0.33 2.76  0.001
H: 3.43 -1.92 -0.92  -0.028
H: 3.18 -3.72 -3.79  0.001
H: 1.53 -3.98 -4.35  -0.001
C: -1.98 1.09 -2.58  0.033
H: -0.44 5.11 2.78  0.000
H: 0.96 0.11 -4.04  0.000
C: -2.30 4.98 0.90  0.002
C: -0.09 2.55 -2.20  0.030
C: 2.81 -1.34 2.71  0.011
C: -3.35 -0.11 0.42  0.020
H: -2.14 -4.54 -3.13  0.001
H: -2.00 -3.55 0.82  -0.002
H: -4.78 -0.84 -1.95  0.000
Ru: -0.29 -0.33 -0.57  3.730
C: 2.89 4.37 -0.78  -0.001
H: 2.06 -4.70 -2.79  -0.001
C: 3.24 -1.54 -1.92  0.091
C: -1.42 2.66 0.75  0.044
C: 2.68 -0.31 3.64  0.003
C: -3.61 1.34 -4.37  0.005
H: -0.24 -2.20 2.85  0.001
H: -1.39 -1.99 5.05  0.000
C: -4.13 -0.10 -2.51  0.010
H: 4.16 -1.81 -2.47  0.001